(1)
Computed, not measured: a single C5H12O2 molecule, with ωB97M-V with the def2-TZVPD basis set.

The calculation puts the HOMO energy at -9.97 eV. Its LUMO energy is 0.94 eV. As for the SMILES: COC[C@@H](C)CO.

```
! wB97M-V def2-TZVPD RIJCOSX def2/J DEFGRID3
* xyz 0 1
O -1.27 2.08 -0.20
O 1.30 0.55 -0.41
C 0.57 -0.62 -0.08
C -0.90 -0.21 0.05
C -1.84 -1.41 0.22
C 2.66 0.30 -0.62
C -1.11 1.06 0.86
H -1.17 0.46 -0.83
H -2.06 1.05 1.42
H -0.29 1.38 1.51
H -2.87 -1.08 0.36
H -1.82 -2.01 -0.70
H -0.38 2.26 -0.54
H -1.60 -2.10 1.04
H 1.01 -1.08 0.82
H 3.12 -0.17 0.27
H 2.82 -0.37 -1.48
H 3.15 1.25 -0.81
H 0.66 -1.37 -0.89
*
```

(2)
Computed, not measured: a single C2H3N5O molecule, with ωB97M-V with the def2-TZVPD basis set.

The calculation puts the HOMO energy at -10.56 eV. Its LUMO energy is 0.50 eV. As for the SMILES: [H]/N=C(\N)c1nnno1.

```
! wB97M-V def2-TZVPD RIJCOSX def2/J DEFGRID3
* xyz 0 1
O 0.72 0.53 -1.37
N -0.63 2.06 -1.76
N 0.54 -1.60 0.42
N 0.32 1.48 -2.27
N -0.80 0.03 1.65
N -0.97 1.43 -0.62
C -0.13 0.60 -0.35
C -0.10 -0.45 0.75
H 0.43 -2.31 1.10
H 1.44 -1.32 -0.13
H -0.81 -0.46 2.55
*
```

(3)
Computed, not measured: C31H46P2Sm as an isolated structure, with ωB97M-V with the def2-TZVPD basis set.

The calculation puts the HOMO energy (alpha / beta) at -8.78 / -8.78 eV. Its LUMO energy (alpha / beta) is -3.81 / -3.31 eV.

```
! wB97M-V def2-TZVPD RIJCOSX def2/J DEFGRID3
* xyz 1 6
Sm 1.36 1.66 0.60
P -3.45 0.63 -3.62
P -3.21 -2.39 -2.73
C -4.09 -3.58 -1.72
C 3.63 0.48 3.31
C -1.92 -1.79 -0.18
C -0.25 -1.92 -2.64
C 3.60 0.85 1.87
C 0.82 1.24 7.54
C 0.37 3.52 6.80
C 0.82 -2.58 -1.73
C 3.61 2.12 -0.08
C -1.80 -0.25 -0.22
C 3.94 0.18 -1.80
C 3.00 3.33 2.20
C 0.51 1.07 2.60
C 4.01 -1.50 0.90
C 0.28 -3.08 -0.41
C -0.78 -2.61 0.27
C -2.66 -3.15 -4.28
C -1.57 0.09 -1.67
C 3.70 0.72 -0.43
C 3.16 3.20 -1.00
C -4.24 -0.94 -2.96
C -5.05 1.51 -3.55
C -3.46 0.25 -5.41
C 0.49 1.71 5.18
C -0.66 -0.53 -2.50
C 3.71 -0.04 0.78
C 0.73 0.79 6.23
C 0.66 2.61 7.84
C 3.51 2.19 1.37
C 0.50 1.33 3.83
C 0.26 3.08 5.49
H 3.98 3.89 -1.21
H -4.68 -0.64 -1.99
H 2.62 0.34 3.70
H 0.72 2.96 8.87
H 1.71 -1.93 -1.59
H -4.43 -0.17 -5.72
H 1.01 -3.67 0.16
H 1.92 3.21 2.48
H -2.79 -2.02 0.47
H -5.36 1.57 -2.50
H -5.09 -1.20 -3.62
H 3.55 -2.09 0.09
H -2.76 0.15 0.15
H -1.87 -3.88 -4.05
H -4.49 -3.07 -0.83
H 3.64 -1.92 1.85
H 1.02 0.54 8.35
H -2.20 -2.06 -1.26
H -0.79 -2.76 1.36
H 0.01 3.76 4.67
H 3.12 0.43 -2.49
H 4.18 -0.46 3.48
H -1.03 0.15 0.48
H 1.18 -3.44 -2.32
H 0.14 -2.03 -3.68
H -2.25 -2.42 -5.00
H -3.37 -4.34 -1.40
H -4.97 2.52 -3.96
H 4.04 -0.92 -1.77
H -3.47 -3.70 -4.77
H 0.83 -0.28 5.99
H -5.82 0.96 -4.11
H -4.90 -4.04 -2.29
H 3.52 3.35 3.16
H 0.23 4.58 7.03
H 4.08 1.27 3.92
H 3.16 4.30 1.71
H -0.10 0.12 -3.19
H -1.87 1.11 -1.94
H 2.35 3.84 -0.57
H -3.31 1.18 -5.96
H 4.87 0.59 -2.22
H -1.10 -2.62 -2.58
H 5.10 -1.70 0.87
H 2.83 2.80 -1.97
H -2.66 -0.45 -5.67
*
```

(4)
Computed, not measured: a 2-piece molecular cluster, C5H12N2O overall, with ωB97M-V with the def2-TZVPD basis set.

The calculation puts the HOMO energy at -8.16 eV. Its LUMO energy is 0.43 eV.

```
! wB97M-V def2-TZVPD RIJCOSX def2/J DEFGRID3
* xyz 0 1
O 1.29 0.53 -2.09
N 0.33 1.73 -0.30
N -1.92 0.03 -1.13
C -0.59 -0.53 -0.97
C -0.92 -0.61 1.57
C -0.21 -1.05 0.34
C 1.72 -0.37 0.55
C 0.66 0.53 -1.01
H -0.38 -1.24 -1.77
H -0.05 2.41 -0.96
H 0.16 -2.07 0.34
H -0.49 -1.03 2.47
H -2.01 0.39 -2.07
H 2.41 0.46 0.37
H -0.95 0.48 1.65
H -1.97 -0.94 1.50
H 2.21 -1.26 0.17
H -2.06 0.81 -0.50
H 1.63 -0.38 1.63
H 1.12 2.10 0.22
*
```